# 1
41
Properties=species:S:1:pos:R:3 method="wB97M-V/def2-TZVPD" e_lumo_ha=-0.079 homo_ev=-12.011 charge=+1 de_lowest_ev=0.521 orbital_gap_ev=9.855 e_tot_ha=-1726.31455
K 0.770 0.490 -1.223
C -0.825 -3.119 -1.372
O -0.818 -1.919 -1.679
N -1.900 -3.895 -1.692
N 0.138 -3.671 -0.623
H -2.637 -3.469 -2.222
H -2.069 -4.795 -1.280
H 0.906 -3.032 -0.423
H 0.117 -4.644 -0.380
C 0.530 3.794 1.171
O 0.826 3.076 0.229
N 1.301 4.845 1.545
N -0.667 3.717 1.874
H 2.047 5.111 0.927
H 1.128 5.464 2.314
H -1.332 3.015 1.616
H -0.747 4.369 2.629
C 3.371 -2.230 0.093
O 2.330 -1.602 -0.160
N 4.586 -1.643 -0.034
N 3.423 -3.537 0.438
H 5.401 -2.224 -0.116
H 4.682 -0.676 -0.282
H 4.253 -4.047 0.675
H 2.584 -4.081 0.364
C -1.837 2.536 -2.352
O -0.626 2.758 -2.379
N -2.534 2.316 -1.213
N -2.533 2.379 -3.514
H -1.963 2.459 -0.401
H -3.508 2.092 -1.187
H -3.518 2.231 -3.619
H -2.000 2.570 -4.345
C -1.262 -0.303 1.655
O -1.332 0.308 0.590
N -0.805 0.263 2.812
N -1.487 -1.644 1.720
H -0.468 1.209 2.836
H -0.832 -0.239 3.680
H -1.265 -2.189 2.530
H -1.426 -2.046 0.797


# 2
17
Properties=species:S:1:pos:R:3 method="wB97M-V/def2-TZVPD" e_lumo_ha=0.045 smiles=CC[C@H]1CN1C homo_ev=-9.092 charge=0 de_lowest_ev=1.190 orbital_gap_ev=10.316 e_tot_ha=-251.81880
C -2.166 -1.057 -0.564
C -1.008 -0.128 -0.934
C -0.136 0.086 0.280
C 0.937 -0.887 0.600
N 1.261 0.452 0.133
C 1.788 1.315 1.178
H -1.784 -1.980 -0.112
H -2.829 -0.582 0.170
H -2.771 -1.330 -1.434
H -0.402 -0.569 -1.733
H -1.390 0.827 -1.315
H -0.652 0.527 1.138
H 1.151 -1.691 -0.103
H 1.131 -1.123 1.646
H 1.746 2.361 0.860
H 2.834 1.050 1.366
H 1.236 1.218 2.130


# 3
14
Properties=species:S:1:pos:R:3 method="wB97M-V/def2-TZVPD" e_lumo_ha=0.010 smiles="Nc1cnc[nH]1.O=C=O" homo_ev=-6.942 charge=0 de_lowest_ev=3.251 orbital_gap_ev=7.207 e_tot_ha=-470.12023
N 0.854 -1.218 -1.627
C -0.116 -0.768 -0.732
C -1.836 -0.513 -0.977
N -2.189 -0.080 0.196
C -1.218 0.117 0.993
N 0.029 -0.200 0.513
H 0.537 -2.042 -2.226
H 1.660 -1.461 -1.117
H -2.415 -1.018 -1.789
H -1.353 0.542 2.055
H 0.886 -0.306 1.085
O 2.033 2.481 0.127
C 1.692 2.382 1.207
O 1.437 2.082 2.292


# 4
46
Properties=species:S:1:pos:R:3 method="wB97M-V/def2-TZVPD" e_lumo_ha="-0.416 / -0.415" homo_ev="-17.919 / -17.919" charge=+3 orbital_gap_ev="6.593 / 6.622" e_tot_ha=-2572.02984
C -0.020 0.887 -6.324
C -0.092 2.041 -5.458
H 0.000 1.294 -7.382
H -0.905 0.226 -6.204
H 0.895 0.267 -6.178
O -0.079 3.041 -4.871
I 0.123 -1.283 -2.926
Ce -0.092 -0.018 -0.410
P 2.979 -0.064 -0.305
C 4.067 1.073 0.638
C 3.591 -1.733 0.227
H 4.632 -1.873 -0.070
H 4.843 -0.302 -1.859
H 2.958 -2.490 -0.241
H 3.298 -0.632 -2.665
H 3.829 1.039 1.711
H 3.495 -1.813 1.311
C 3.817 0.013 -1.970
H 5.136 0.851 0.510
H 3.772 1.034 -2.318
H 3.879 2.097 0.283
P -2.972 -0.073 -0.402
C -3.936 1.078 0.648
C -3.622 0.161 -2.079
H -3.056 -2.509 -0.355
H -4.683 -1.787 -0.116
H -3.485 -1.816 1.212
C -3.626 -1.716 0.133
H -3.066 -0.436 -2.813
H -4.676 -0.132 -2.086
H -4.993 0.811 0.654
H -3.811 2.093 0.260
H -3.520 1.216 -2.355
H -3.536 1.057 1.665
Cl 0.000 -2.535 0.101
C 1.812 0.649 4.047
N 0.434 0.216 4.158
C -0.377 -0.065 3.141
N -1.673 -0.332 3.466
O -0.004 -0.030 1.927
H 2.132 0.747 2.994
H 2.499 -0.044 4.554
H 1.991 1.622 4.532
H -0.012 0.174 5.082
H -2.365 -0.402 2.748
H -1.886 -0.500 4.422